Record 1
Here is a structure of composition C3H8N4O from the OMol25 dataset. Energies are from ωB97M-V with the def2-TZVPD basis set.

Geometry as XYZ:
```
16
Properties=species:S:1:pos:R:3:forces:R:3:nbo_charge:R:1
O 0.595522 2.001132 -1.756175 0.02 -0.42 0.55 -0.594
N 1.424296 -0.014897 0.710526 0.25 -0.70 0.80 -0.669
N -1.015327 -0.646156 -0.520078 0.67 0.97 1.09 -0.007
N -0.615411 -0.036965 -1.670533 -0.22 0.10 -1.25 -0.489
N 0.147973 0.427943 0.339299 -0.03 1.22 -2.60 -0.132
C 0.080248 1.003922 -1.344941 -0.44 -0.79 0.75 0.743
C -0.689913 -2.061987 -0.510306 0.41 0.03 0.32 -0.466
C -0.362145 1.449878 1.232909 -0.17 -0.51 0.55 -0.441
H -1.412680 1.618815 1.006684 0.01 -0.06 -0.04 0.234
H -1.480235 -2.569559 -1.070555 0.03 0.16 0.05 0.245
H 2.091498 0.755805 0.636774 -0.31 0.03 -0.03 0.373
H 0.184467 2.387308 1.077867 0.06 -0.22 -0.11 0.225
H -0.238423 1.115717 2.261430 -0.08 0.12 0.14 0.208
H 1.735979 -0.734185 0.065664 -0.17 0.10 -0.18 0.367
H -0.716175 -2.401876 0.524535 -0.02 -0.09 -0.07 0.216
H 0.270326 -2.294897 -0.983102 -0.02 0.05 0.01 0.186
```
Forces are in eV/Å.

Computed properties:
- Energy above the lowest of the compared OMol25 structures with the same formula, charge and spin: 131.7 kcal per mole
- Orbital gap (spin up / spin down): 8.65 / 8.65 eV

Record 2
Here is a cluster of 3 separate species, C4H11NO2 in total from the OMol25 dataset. Energies are from ωB97M-V with the def2-TZVPD basis set.

Geometry as XYZ:
```
18
Properties=species:S:1:pos:R:3:forces:R:3:nbo_charge:R:1
O -2.633990 0.532216 0.982438 0.11 0.01 0.70 -0.476
O -2.337809 0.543118 -0.409518 0.09 -0.02 -0.70 -0.491
N 1.733247 0.714931 0.730670 0.08 -0.06 0.04 -0.803
C 0.881155 -2.368123 -0.655937 0.26 -0.20 -0.18 -0.415
C 0.173689 2.162875 -0.384983 -0.01 0.27 -0.10 -0.616
C -0.030889 -2.041240 0.235224 -0.18 -0.01 0.13 -0.374
C 1.111597 1.216193 -0.388529 0.17 -0.14 0.16 0.059
H -0.183044 2.598541 0.534487 -0.05 0.07 0.22 0.206
H -0.943484 -1.546707 -0.043360 -0.25 0.18 -0.08 0.214
H -3.578667 0.326520 0.988983 0.14 0.09 -0.25 0.462
H -1.486195 1.042691 -0.436878 -0.38 -0.24 0.25 0.480
H 0.750179 -2.164067 -1.705801 -0.08 0.07 -0.20 0.194
H 2.064083 -0.238313 0.669276 -0.16 0.21 0.02 0.392
H 1.277257 0.934144 1.603829 0.08 -0.09 0.01 0.378
H 1.797479 -2.869797 -0.383698 0.13 -0.09 0.09 0.188
H -0.175262 2.600515 -1.302364 -0.03 0.04 -0.23 0.219
H 0.096001 -2.251482 1.284232 0.08 -0.08 0.22 0.188
H 1.484652 0.807986 -1.318071 -0.01 -0.02 -0.09 0.195
```
Forces are in eV/Å.

Computed properties:
- Structure (SMILES): C=CN.C=C.OO
- Energy above the lowest of the compared OMol25 structures with the same formula, charge and spin: 117.6 kcal per mole
- Orbital gap: 9.59 eV

Record 3
Here is a structure of composition C20H6Cl60FI2N4 from the OMol25 dataset. Energies are from ωB97M-V with the def2-TZVPD basis set.

Geometry as XYZ:
```
93
Properties=species:S:1:pos:R:3:forces:R:3:lowdin_charge:R:1
I 1.955034 0.206694 -3.307178 -0.09 -1.46 1.56 0.802
I 1.046400 -3.215048 0.802443 -0.14 1.52 -1.54 0.796
Cl 7.026676 -2.652221 -8.074352 -0.49 -0.05 -0.02 0.501
Cl -4.928646 -11.328111 -1.054724 0.38 0.27 0.15 0.520
Cl 6.157443 7.821415 3.394973 0.13 -1.15 -0.15 0.491
Cl -4.068641 -9.074276 0.571875 0.14 -0.32 -0.19 0.496
Cl 4.727909 -1.690226 -9.576134 0.11 -0.29 0.36 0.523
Cl 3.063617 4.631398 1.665644 -0.54 -0.09 -0.41 0.510
Cl -7.419918 -9.741301 -5.300137 0.42 0.26 -0.01 0.528
Cl -4.736028 -6.904788 -2.201956 0.03 0.77 0.49 0.472
Cl 11.298403 3.387841 6.182289 -0.14 0.39 0.00 0.511
Cl -4.729665 -9.396124 -4.247154 -0.30 0.08 -0.35 0.458
Cl -7.358293 0.471194 0.344997 0.11 -0.20 0.14 0.502
Cl -10.130024 9.205139 1.066680 -0.10 -0.21 -0.31 0.510
Cl -10.116286 6.674765 -0.369387 -0.54 1.62 -0.44 0.424
Cl -5.251784 -8.959793 -7.075988 -0.16 0.05 0.44 0.525
Cl 3.791567 7.013644 4.883397 0.29 -0.22 -0.13 0.506
Cl 4.479913 -2.238894 -6.729584 0.20 0.00 -0.32 0.472
Cl -6.109348 -5.528997 -0.037126 0.35 0.08 -0.34 0.527
Cl -9.909204 9.180026 -1.834305 -0.16 -0.15 0.33 0.514
Cl 1.215062 2.910078 0.221592 0.61 0.95 0.47 0.572
Cl -7.124549 -2.241949 1.369457 0.10 0.46 0.04 0.514
Cl -1.362762 0.565762 4.636138 -0.02 0.19 -0.76 0.509
Cl 2.922864 -6.642271 -3.379175 -0.28 0.32 -0.20 0.527
Cl 6.021078 12.416742 3.588013 -0.13 -0.19 0.36 0.516
Cl 12.143537 -5.114104 -6.244723 -0.32 0.17 -0.30 0.515
Cl -9.346436 4.164100 0.027331 0.42 -1.27 0.47 0.467
Cl 2.259513 5.311345 -1.046587 -0.20 -0.30 0.44 0.549
Cl 2.807278 -4.912025 -5.715438 -0.34 -0.22 0.52 0.492
Cl -3.464034 -4.651209 -0.871996 -0.01 -0.17 0.09 0.520
Cl 0.471354 -6.461444 -4.935676 0.34 0.26 0.20 0.527
Cl -7.592309 3.463142 2.240203 -0.32 0.21 -0.08 0.494
Cl -2.477136 -11.508938 0.501778 -0.27 0.32 -0.28 0.527
Cl -6.265770 -7.077861 -5.102303 -0.02 -0.40 -0.28 0.487
Cl 9.453284 -5.459281 -7.297707 0.34 0.22 -0.03 0.496
Cl -12.418855 8.443144 -0.559927 0.43 -0.01 0.05 0.519
Cl 4.109955 12.638057 5.770649 0.33 -0.18 -0.15 0.515
Cl 6.825182 11.736794 6.300244 -0.33 -0.03 -0.30 0.518
Cl -0.460674 3.083709 3.490902 0.02 -0.59 -0.07 0.533
Cl 0.698628 0.688142 6.978573 0.19 -0.18 0.69 0.464
Cl -1.371860 -0.217038 8.811312 0.40 0.05 -0.09 0.512
Cl -5.757730 -4.210846 -2.606974 0.16 -0.26 0.25 0.538
Cl -1.004263 0.809771 1.759153 -0.11 0.28 1.74 0.639
Cl 4.791136 -4.434861 -8.612710 0.09 0.38 0.11 0.509
Cl 11.665692 6.031263 5.023559 -0.26 -0.24 0.27 0.515
Cl -8.116788 -0.117106 3.091600 0.39 -0.12 -0.45 0.527
Cl 0.348390 5.532661 1.136049 0.39 -0.31 -0.27 0.532
Cl 5.545402 4.997189 3.733145 0.08 0.22 0.22 0.490
Cl -9.484834 5.654983 2.522025 0.18 -0.66 0.12 0.514
Cl 1.012031 1.094025 9.842560 -0.18 -0.30 -0.34 0.522
Cl -10.443586 2.910151 2.412510 0.33 0.28 -0.20 0.524
Cl 6.438458 6.574839 6.008855 -0.72 0.21 -0.43 0.500
Cl -5.313776 -0.169475 2.313468 -0.25 -0.02 -0.12 0.505
Cl 1.331359 -4.207609 -3.309078 -0.02 -0.18 -0.15 0.509
Cl 11.621418 -4.677774 -9.073557 -0.19 0.06 0.44 0.516
Cl 1.194053 -1.585917 8.724517 -0.21 0.39 -0.05 0.517
Cl 10.678874 5.761142 7.747221 -0.03 -0.17 -0.41 0.515
Cl 8.982690 5.013713 5.504563 0.79 -0.15 0.15 0.466
Cl 1.314287 0.778465 3.516599 -0.36 0.12 -0.12 0.520
Cl -2.592722 -9.778691 -1.834486 -0.07 -0.14 0.34 0.479
Cl 10.607432 -2.795841 -7.099872 0.05 -0.35 -0.07 0.495
Cl 4.976627 10.015474 4.856192 -0.12 1.26 0.46 0.455
F -4.557627 -1.740362 -1.275717 0.15 1.52 0.25 -0.046
N -0.402987 -0.897538 -0.833837 2.15 3.93 0.49 -0.173
N -1.972682 0.965071 -0.719805 2.45 -4.91 -0.85 0.032
N -4.072117 -0.466596 -1.070746 3.18 0.49 0.19 0.081
N -1.663752 -1.474035 -1.030619 -2.98 3.58 0.36 0.120
C -2.700143 -0.351717 -0.957344 5.00 0.34 0.46 -0.127
C 1.721653 4.596404 0.494165 0.34 0.87 0.13 -1.946
C 5.483190 6.601780 4.505072 0.13 0.23 0.09 -1.980
C 10.656411 5.048522 6.114394 0.10 -0.07 -0.06 -2.005
C -0.378353 1.309396 3.350680 0.05 0.05 0.67 -1.939
C 0.383207 -0.005229 8.589226 0.11 0.04 0.15 -2.003
C -9.216775 4.048063 1.800514 -0.11 0.16 0.27 -1.968
C 2.070411 -1.319769 -1.701252 -2.12 -1.94 2.82 -0.679
C -10.643561 8.375770 -0.424217 -0.08 0.08 -0.15 -1.986
C -0.501547 0.628009 -0.614306 -5.07 -4.93 -2.09 -0.192
C -5.016800 -5.323928 -1.429510 -0.36 -0.41 -0.24 -1.967
C 5.256436 -2.754062 -8.248215 0.19 0.07 -0.17 -2.001
C -6.978359 -0.514349 1.779912 -0.25 -0.16 0.27 -2.002
C -5.916802 -8.793745 -5.431414 -0.12 -0.04 -0.16 -1.991
C 3.509997 -2.102638 -1.565993 0.35 0.98 1.11 -0.192
C 5.483218 11.701800 5.128765 -0.08 0.06 0.12 -1.994
C 1.883205 -5.555819 -4.334871 0.09 -0.31 -0.32 -1.992
C -3.516795 -10.422486 -0.453918 -0.08 -0.17 0.12 -2.000
C 0.945209 -1.645461 -0.775858 1.58 1.27 -2.78 -0.639
C 10.956400 -4.511725 -7.428983 0.08 -0.10 -0.04 -2.014
H -4.678353 0.378492 -0.973490 0.07 -1.51 -0.13 0.162
H 3.555876 -3.128528 -2.126125 -0.28 2.22 0.79 0.062
H 3.730754 -2.337048 -0.417430 -0.72 0.55 -2.45 0.068
H -1.844698 -2.502571 -1.175023 0.49 1.59 0.25 0.121
H 4.374315 -1.346995 -1.892592 -2.03 -1.86 0.45 0.093
H 0.424446 1.348502 -0.423739 -2.60 -2.41 -1.06 -0.048
```
Forces are in eV/Å.

Computed properties:
- Net charge: +1
- Orbital gap: 8.00 eV

Record 4
Here is an isolated molecule of C3H4O2S from the OMol25 dataset. Energies are from ωB97M-V with the def2-TZVPD basis set.

Geometry as XYZ:
```
10
Properties=species:S:1:pos:R:3:forces:R:3:nbo_charge:R:1
S 2.566598 -0.384491 -0.210490 -0.93 2.68 1.06 -0.104
O -1.482893 0.267913 -0.886349 -0.24 -0.06 1.36 -0.450
O 0.809130 1.739544 -0.092084 0.66 -3.13 0.45 -0.515
C -0.310423 -0.303275 -0.414989 -0.60 -0.97 1.75 -0.067
C -1.527326 -0.364029 0.459894 -2.26 0.41 0.43 -0.108
C 0.892584 0.508265 -0.131042 0.74 3.51 -0.94 0.446
H -0.093193 -1.274434 -0.779103 0.43 -0.86 -0.80 0.192
H -2.136481 -1.353741 0.402480 1.31 1.76 0.26 0.197
H -1.882201 0.313128 1.424118 1.58 -1.47 -2.88 0.226
H 3.164205 0.851124 0.227561 -0.68 -1.87 -0.69 0.183
```
Forces are in eV/Å.

Computed properties:
- Structure (SMILES): O=C(S)[C@H]1CO1
- Energy above the lowest of the compared OMol25 structures with the same formula, charge and spin: 60.4 kcal per mole
- Orbital gap: 10.53 eV

Record 5
Here is an isolated molecule of C19H11F3N6O2S from the OMol25 dataset. Energies are from ωB97M-V with the def2-TZVPD basis set.

Geometry as XYZ:
```
42
Properties=species:S:1:pos:R:3:forces:R:3:nbo_charge:R:1
S 1.885006 4.402248 1.423483 -0.37 -1.37 -1.69 0.482
F -4.470321 -4.054146 -0.382902 -0.87 0.06 0.94 -0.306
F -5.347389 -1.999346 0.101144 0.15 -1.36 0.18 -0.313
F -4.408601 -2.465395 -1.782689 -0.44 0.07 -0.26 -0.338
O 0.470733 1.860239 3.185908 0.49 0.06 -1.15 -0.577
O 3.062277 -1.456201 1.466788 2.71 0.80 1.15 -0.621
N 1.177873 1.600721 -1.405104 -1.38 0.95 0.47 -0.241
N 2.120327 0.866881 -2.071813 -0.67 0.32 0.68 -0.034
N 1.136910 5.163608 -3.535156 1.33 -1.55 3.74 -0.280
N 0.876029 -1.215783 1.544461 -2.76 0.51 -0.03 -0.436
N 1.834589 1.506970 1.304348 -0.51 -0.63 1.04 -0.676
N 1.470114 0.109112 -2.837942 -0.69 -1.41 -2.39 -0.214
C 1.881220 -2.904932 0.099159 -2.72 -1.27 -0.82 -0.260
C -0.058851 1.244479 -1.819727 -1.71 -0.38 -2.35 -0.044
C 1.381645 2.782109 -0.643824 0.54 2.42 -0.24 0.085
C 1.648236 2.775113 0.691514 0.15 -0.57 0.20 0.045
C 1.989478 -1.806374 1.084422 -0.38 -1.61 -2.35 0.616
C 0.607833 -3.312614 -0.353992 2.67 0.97 1.41 -0.120
C 1.039840 1.095422 2.432153 0.13 -0.11 0.49 0.696
C -2.993635 -2.251992 0.013994 1.10 2.26 2.32 -0.150
C -0.411515 -1.371138 0.886319 -0.26 -1.93 1.23 0.295
C 1.021218 -0.435854 2.780412 -0.04 1.73 -2.38 -0.312
C 0.071518 0.328847 -2.854176 3.06 0.93 2.29 -0.145
C 1.355621 4.193531 -1.160726 1.71 -0.31 2.76 -0.216
C -2.899206 -1.092466 0.909071 1.57 -2.66 -2.15 -0.140
C -0.563010 -2.553074 0.030685 2.99 3.08 1.77 -0.139
C 1.380974 4.712267 -2.461645 -2.17 1.23 -5.00 0.258
C -1.594724 -0.708031 1.310644 -0.06 -0.85 -0.67 -0.298
C -1.781210 -2.865425 -0.387954 -4.41 -2.03 -1.72 -0.148
C -4.352876 -2.729520 -0.447575 1.76 1.33 -1.62 0.970
C 1.666003 5.114123 -0.154397 -0.30 -0.06 -0.62 -0.323
H 2.858382 -3.393612 -0.103602 -1.09 0.28 -0.05 0.250
H -1.012171 1.721193 -1.623707 0.54 0.32 0.76 0.239
H -1.876349 -3.748387 -1.077475 0.06 0.87 0.71 0.227
H 1.798276 6.223181 -0.358769 -0.29 -1.69 0.57 0.270
H -1.548822 0.072297 2.022741 0.32 0.82 0.58 0.232
H 1.952608 -0.539523 3.290097 0.92 -0.86 -0.19 0.272
H 2.380752 0.817059 0.717307 -1.06 0.88 1.26 0.452
H 0.272238 -0.770158 3.454401 -1.04 0.56 0.57 0.236
H 0.370581 -4.215386 -0.907444 0.61 0.09 -0.25 0.223
H -0.589436 -0.111655 -3.595697 0.22 -0.01 0.59 0.242
H -3.802164 -0.588388 1.217267 0.18 0.12 0.21 0.240
```
Forces are in eV/Å.

Computed properties:
- Structure (SMILES): N#Cc1csc(NC(=O)Cn2c(=O)ccc3cc(C(F)(F)F)ccc32)c1-n1ccnn1
- Energy above the lowest of the compared OMol25 structures with the same formula, charge and spin: 52.5 kcal per mole
- Orbital gap: 8.57 eV

Record 6
Here is an isolated molecule of C3H3FO from the OMol25 dataset. Energies are from ωB97M-V with the def2-TZVPD basis set.

Geometry as XYZ:
```
8
Properties=species:S:1:pos:R:3:forces:R:3:nbo_charge:R:1
F -1.653813 0.262558 0.471404 0.56 -0.47 0.13 -0.337
O 1.540486 1.402535 -0.180488 0.30 -0.08 0.25 -0.477
C -0.058511 -1.240164 -0.424067 0.34 2.23 1.25 -0.403
C 0.480452 1.183625 0.323137 -1.25 -0.74 -0.55 0.376
C -0.366395 -0.056283 0.136982 0.09 -0.79 -1.09 0.274
H -0.154177 1.889931 0.877697 0.50 0.61 0.31 0.122
H -0.741018 -2.034568 -0.476993 -0.96 -0.78 -0.22 0.218
H 0.952976 -1.407633 -0.727672 0.42 0.03 -0.09 0.226
```
Forces are in eV/Å.

Computed properties:
- Structure (SMILES): C=C(F)C=O
- Energy above the lowest of the compared OMol25 structures with the same formula, charge and spin: 3.9 kcal per mole
- Orbital gap: 10.27 eV

Number 1: maximum force 0.0558 hartree/bohr. Number 2: maximum force 0.0139 hartree/bohr. Number 3: maximum force 0.1433 hartree/bohr. Number 4: maximum force 0.0721 hartree/bohr. Number 5: maximum force 0.1086 hartree/bohr. Number 6: maximum force 0.0502 hartree/bohr.